[1]
A 2-piece molecular cluster, C26H47FN3O3S2 overall, computed with ωB97M-V/def2-TZVPD.

The geometry in XYZ format:
```
82
Properties=species:S:1:pos:R:3:lowdin_charge:R:1
C -3.288 -1.973 1.039 -0.28
H -0.758 3.621 2.866 0.11
C 4.448 2.177 -0.250 -0.21
H -3.267 -4.037 1.828 0.07
H 3.718 -1.966 1.695 0.08
C 0.731 2.642 -1.645 -0.18
H -1.610 -3.307 1.809 0.05
H 5.532 -0.383 1.879 0.10
H -1.466 -1.901 -2.157 0.12
H -2.419 3.012 2.720 0.10
H 5.392 1.945 1.763 0.10
C -0.514 -2.466 4.916 -1.05
H 2.811 -0.429 2.214 0.09
C -1.630 0.222 2.170 -0.20
H -0.327 -0.426 -5.585 0.11
C 4.534 1.505 1.184 -0.22
O 0.572 -1.916 4.490 -0.15
H -4.458 -1.204 2.730 0.11
H 0.270 1.336 2.186 0.09
C 0.767 -2.847 -0.325 -0.09
H -0.804 0.784 -2.996 0.04
C -0.396 -1.845 -2.405 0.03
H 1.832 -3.063 -0.084 0.13
C 4.770 -0.052 1.126 -0.24
H -4.059 -2.504 0.410 0.09
C -1.388 2.871 2.308 -0.17
C 0.069 1.748 -0.526 -0.18
C -0.760 1.463 2.596 -0.17
H 5.336 1.880 -0.866 0.10
C 3.464 -0.903 1.448 -0.10
C 3.104 1.721 -0.980 -0.20
H -4.879 -0.453 1.091 0.09
C 1.898 -2.014 -2.374 -0.07
H 0.330 -2.091 0.385 0.15
S -2.938 0.579 -1.633 0.87
H 3.590 1.775 1.727 0.11
H 2.942 -2.193 -2.081 0.13
H 3.362 1.184 -1.923 0.10
C -1.347 3.287 0.790 -0.19
H -3.478 0.801 3.162 0.12
H -3.438 1.366 -3.896 0.05
C -4.052 -0.802 1.767 -0.20
H 2.880 -0.954 0.487 0.03
H -0.392 3.872 0.643 0.12
H -3.342 -0.477 -3.842 0.08
H -1.631 -1.429 -4.859 0.11
H -0.648 1.393 3.714 0.12
N 1.572 -1.408 -3.603 0.12
O -1.474 -1.612 4.957 -0.15
C 0.187 -1.310 -3.594 -0.22
C -2.896 0.477 -3.479 -0.45
H 2.644 3.590 -2.075 0.11
H -2.805 -2.854 3.092 0.07
N 0.743 -2.255 -1.672 -0.07
S -2.568 3.497 -2.140 0.68
N -1.298 2.127 -0.116 -0.20
H -1.185 -3.916 -0.320 0.11
H -1.293 -0.069 1.138 0.07
H 2.628 0.995 -0.273 0.08
H 4.485 3.284 -0.085 0.10
H 0.229 3.618 -1.822 0.08
H -3.437 1.336 1.459 0.08
H -1.199 1.520 -4.574 0.11
H -1.414 -0.663 2.840 0.10
H -2.510 -1.623 0.312 0.04
H 2.164 -1.073 -4.350 0.15
C -2.178 2.195 -1.206 -1.03
H -2.168 4.012 0.596 0.10
H 0.817 2.008 -2.565 0.09
O -0.622 -3.671 5.238 -0.11
C -3.173 0.471 2.133 -0.20
F 0.164 -4.683 1.072 -0.05
H 5.130 -0.337 0.104 0.10
H 0.790 1.731 0.330 0.10
C -2.690 -3.089 2.006 -0.09
H 0.010 0.674 -0.865 0.11
C -0.094 -4.147 -0.204 -0.17
C -1.382 0.622 -3.940 -0.25
C 2.230 2.991 -1.225 -0.21
H 0.213 -4.947 -0.930 0.12
C -0.817 -0.705 -4.622 -0.11
H 2.138 3.665 -0.336 0.12
```

total charge	-1
calculated total energy	-2304.859862	Ha

***

[2]
One molecule with the formula C26H48BrCl2O4PS, computed with ωB97M-V/def2-TZVPD.

The geometry in XYZ format:
```
83
Properties=species:S:1:pos:R:3:lowdin_charge:R:1
H -2.755 0.437 -4.360 0.06
H -4.367 -1.277 3.475 0.08
H 2.409 1.146 -1.069 0.10
H 6.601 -1.887 0.267 0.10
H -1.396 0.455 1.065 0.11
H 5.214 1.543 1.044 0.09
C -1.047 2.225 -0.806 -0.19
C 2.627 2.206 -1.194 -0.21
H -2.147 -4.991 1.520 0.05
C 1.379 3.088 -1.017 -0.19
H -1.651 -1.635 1.382 0.11
C -5.118 -0.947 1.446 -0.68
O -7.104 0.099 -0.103 -0.32
H -2.938 0.910 1.756 0.11
C 8.424 -0.999 1.132 -0.24
C 3.740 2.563 -0.175 -0.21
H -4.708 0.401 3.119 0.12
O -4.930 1.205 -0.413 -0.24
H 8.465 -0.406 -1.609 0.11
H -0.827 -4.475 2.592 0.08
C -5.662 0.572 -3.487 -0.27
H 7.073 1.055 0.183 0.08
C -2.393 0.812 0.817 -0.13
H -6.766 -1.755 3.885 0.11
H 3.302 3.024 0.710 0.11
O -6.195 1.531 1.609 -0.24
C -3.677 -1.396 0.819 -0.64
H 6.888 -1.027 -2.025 0.11
H -1.084 -3.688 1.050 0.06
H 1.672 4.004 -0.511 0.10
H 7.301 0.407 2.362 0.05
S -5.945 0.536 0.612 0.60
Br -3.806 -3.037 -0.284 0.84
H 9.223 -1.671 1.425 0.10
H -1.912 2.865 1.017 0.11
H -2.017 -2.904 3.518 0.09
C -2.393 -0.429 -3.814 -0.14
H -3.112 2.635 -0.217 0.11
C -2.611 -1.743 1.882 -0.26
H -6.073 0.044 -4.342 0.04
H 3.036 2.341 -2.194 0.10
C -1.593 -4.139 1.899 -0.15
H 6.586 -1.184 2.325 0.06
H -3.362 1.073 -1.663 0.11
C 0.313 2.400 -0.119 -0.19
C 6.817 0.735 -0.823 -0.19
H 8.041 -0.866 3.291 0.06
H 7.161 1.507 -1.510 0.11
P -4.856 -0.658 -2.389 0.93
C 5.269 0.646 -0.937 -0.19
C 7.602 -1.587 -0.038 -0.21
C -3.534 -1.401 -3.450 -0.42
H 3.805 0.597 0.642 0.10
H 4.972 -0.398 -1.020 0.10
H -1.876 -0.124 -2.906 0.04
H 0.951 3.341 -1.984 0.10
H 8.849 -0.059 0.785 0.09
C 7.469 -0.602 -1.206 -0.22
C 7.536 -0.657 2.350 -0.11
H -1.203 3.010 -1.545 0.11
C -2.214 2.199 0.209 -0.18
H -4.920 1.277 -3.876 0.03
H -2.611 -0.996 2.669 0.10
C 4.522 1.313 0.235 -0.21
C -2.520 -3.117 2.578 -0.73
H -1.048 1.283 -1.359 0.09
H 0.666 1.411 0.175 0.10
H -3.103 -2.242 -2.919 0.02
H -2.268 -0.794 -0.614 0.12
H -6.424 1.123 -2.948 0.04
O -6.961 0.220 4.175 0.06
H -4.053 -1.750 -4.340 0.07
H 0.232 2.977 0.802 0.11
C -6.371 -0.742 3.702 -0.27
H 8.150 -2.443 -0.429 0.10
Cl -6.365 -2.214 1.234 0.71
H 4.991 1.116 -1.878 0.10
C -3.066 -0.282 -0.076 -0.32
C -3.969 0.371 -1.094 -0.46
H -1.657 -0.962 -4.415 0.07
Cl -4.047 -3.877 3.108 0.64
C -5.045 -0.617 2.940 -0.22
H 4.415 3.277 -0.647 0.11
```

SMILES	CCCCCCCCCCCCCC[C@@H]1[C@@H](P(C)CC)OS(=O)(=O)[C@](Cl)(CC=O)[C@]1(Br)C[C@H](C)Cl
calculated total energy	-5554.279690	Ha

***

[3]
C26H48BrN2O13P4Ti as an isolated structure, computed with ωB97M-V/def2-TZVPD.

The geometry in XYZ format:
```
95
Properties=species:S:1:pos:R:3:lowdin_charge:R:1
H 2.102 4.344 4.162 0.10
H 5.323 1.601 -3.855 0.10
H -0.435 2.331 -5.436 0.09
C 4.514 1.384 -4.555 -0.02
H 1.340 2.431 -5.392 0.08
H -3.316 -3.381 -2.784 0.11
H -0.771 -3.661 -3.063 0.13
H -3.200 -2.156 -4.054 0.10
H 2.016 -1.361 6.357 0.10
C -3.263 -0.348 2.984 0.00
H 1.222 4.107 -3.588 0.14
O -1.181 -3.657 -0.401 -0.06
C 2.016 -1.881 3.065 0.02
H -5.182 0.571 3.301 0.14
N 0.832 -0.196 1.834 -0.05
O 2.887 1.860 -2.871 -0.14
O 0.253 2.175 0.648 -0.41
H 4.878 0.667 -5.291 0.11
H 2.474 -2.862 3.053 0.14
P 1.607 2.000 -2.025 0.55
C 2.956 5.875 1.156 -0.03
C 2.067 5.256 2.212 -0.35
H 5.101 2.143 2.490 0.10
O 1.348 0.796 -1.106 -0.34
O 2.737 2.112 1.237 -0.15
H 4.242 2.302 -5.075 0.09
H 6.115 2.189 1.042 0.11
H 5.060 3.549 1.410 0.07
H -2.956 0.729 -3.774 0.14
H 4.211 -0.076 1.724 0.09
C -4.253 0.593 2.747 0.02
P -1.231 -0.238 -2.802 0.60
C 4.062 1.772 0.649 -0.38
O -2.053 0.420 -3.954 -0.03
H 3.410 -0.222 0.141 0.06
H 5.167 -0.006 0.241 0.11
H 4.071 2.118 -0.387 0.12
O -1.331 0.583 -1.515 -0.40
H -3.387 -1.121 3.730 0.13
O 0.348 2.337 -2.863 -0.20
H 2.378 6.235 0.303 0.09
C 2.643 -1.586 5.495 -0.01
H -0.912 4.725 -2.508 0.08
C -2.836 1.562 1.102 -0.65
P -1.549 -2.150 -0.688 0.43
C 2.010 -1.114 4.229 -0.21
C -1.692 -1.993 -2.516 -0.55
H 1.298 5.965 2.504 0.15
O -0.223 -1.349 -0.327 -0.37
H 2.502 0.633 -4.511 0.13
C 0.820 0.548 2.963 -0.12
H 3.528 3.985 3.167 0.06
N -1.865 0.643 1.300 -0.06
H -1.798 3.642 -3.597 0.09
H -3.838 -1.738 -2.437 0.10
H 3.468 6.733 1.591 0.11
C -3.102 -2.330 -2.983 -0.03
C 1.430 -1.403 1.915 -0.10
H 2.860 -0.815 -2.443 0.07
H 2.949 3.829 -1.125 0.10
H 0.391 3.826 -5.904 0.11
H 3.896 -1.258 -3.810 0.11
H 3.719 5.173 0.814 0.07
C -2.114 -0.302 2.239 -0.12
Br -2.562 2.952 -0.139 0.94
H -4.766 2.331 1.580 0.12
C 2.802 4.753 3.433 -0.02
H 1.318 0.779 5.010 0.14
C 5.142 2.465 1.448 -0.02
P 1.565 2.976 0.694 0.53
C 4.212 0.269 0.688 -0.02
C 3.334 0.793 -3.826 -0.38
O 0.219 -0.349 -3.369 -0.08
H -1.353 -1.051 2.383 0.12
H 3.591 -1.062 5.649 0.11
H 1.423 -2.008 1.022 0.12
H 3.329 5.585 3.901 0.11
H 4.568 -0.334 -2.467 0.09
O 1.254 4.141 1.643 -0.13
O -2.764 -1.653 -0.042 -0.21
C 1.929 3.467 -0.998 -0.16
C -0.921 4.287 -3.509 -0.02
C 0.413 2.980 -5.218 -0.01
H -1.015 5.096 -4.234 0.11
C -4.031 1.568 1.790 -0.07
H 2.851 -2.653 5.471 0.10
H 1.230 4.264 -1.257 0.10
H 0.321 1.504 2.914 0.12
C 1.380 0.132 4.143 0.03
H 0.374 -1.232 -3.767 0.13
Ti -0.170 0.437 0.024 1.11
O -0.669 -2.710 -3.202 -0.04
C 0.335 3.504 -3.803 -0.38
H -1.886 -4.177 0.020 0.13
C 3.676 -0.479 -3.080 -0.02
```

energy relative to the best compared isomer or geometry (same formula, charge and spin)	93.7	kJ/mol
total charge	+3
calculated total energy	-6895.788330	Ha

***

[4]
C26H48Cl3N5O3PSiY as an isolated structure, computed with ωB97M-V/def2-TZVPD.

The geometry in XYZ format:
```
88
Properties=species:S:1:pos:R:3:lowdin_charge:R:1
H 3.165 -2.091 -2.487 0.14
H 2.707 3.509 -0.800 0.09
C -0.895 4.266 3.196 -0.18
H -2.284 -3.640 -2.346 0.00
H -3.198 0.636 -3.460 0.08
H -2.310 -3.894 5.343 0.10
C 3.286 -2.535 -5.133 -0.07
H 4.208 1.752 0.091 0.09
H -5.148 -1.820 4.163 0.11
C 3.502 0.259 -1.308 -0.02
H -1.424 -5.008 -1.741 0.01
H -1.138 -2.601 5.056 0.10
C -2.316 1.118 -3.893 -0.06
H -0.168 3.247 -3.834 0.07
H -4.184 -0.419 4.706 0.10
H -1.284 4.722 2.275 0.12
C 3.548 1.528 -0.717 -0.08
H -1.823 -3.720 -0.663 -0.01
H 1.212 2.970 -2.719 0.07
H -1.684 3.444 -4.736 0.09
H 4.244 -0.497 -1.028 0.12
C 2.325 -0.077 -6.613 -0.11
C -0.827 2.203 4.478 -0.17
C 1.492 0.865 -2.533 -0.05
H -2.543 1.567 -4.865 0.08
H 4.221 -2.359 -5.715 0.09
H -1.453 4.277 -3.160 0.10
C 1.135 3.591 4.332 -0.18
C 1.176 1.371 3.344 -0.36
N -1.856 2.220 -3.022 -0.14
N 0.575 4.283 3.152 -0.18
Cl -1.810 -1.029 -1.782 0.21
H 0.643 0.510 -3.133 0.10
H 2.232 3.575 4.245 0.12
O 1.128 -1.963 -2.448 -0.26
H -1.133 2.763 5.376 0.12
C 0.624 -4.333 -3.626 -0.15
H 3.519 -3.336 -4.422 0.06
C -1.264 2.143 2.077 -0.39
Y -2.770 -0.367 0.256 0.70
N -1.421 2.889 3.307 -0.18
C -1.256 3.358 -3.733 -0.03
H 1.699 -4.354 -3.773 0.01
H 3.171 -0.488 -7.162 0.07
H -4.438 -1.808 5.827 0.09
H 0.206 -3.742 -4.449 0.06
H 2.305 0.991 -6.845 0.07
H 0.170 -5.318 -3.598 0.03
H -1.937 -2.805 2.737 0.13
Cl -0.232 -0.749 1.315 0.02
H 0.859 0.329 3.446 0.03
N -3.060 -2.178 4.334 -0.17
C 2.678 2.517 -1.208 -0.12
H 2.568 -2.910 -5.884 0.08
C 0.945 -3.349 -0.271 -0.21
O -2.607 1.552 -0.913 -0.24
C 2.662 -1.338 -4.424 -0.17
C -2.727 -2.122 3.049 -0.28
H 2.130 0.733 -4.651 0.08
C 1.758 2.188 -2.198 -0.10
N 0.648 2.193 4.424 -0.17
H -1.330 3.103 -1.267 0.15
H -1.215 4.825 4.085 0.12
Si 0.424 -3.455 -2.035 0.45
C 2.399 -0.183 -5.145 -0.11
H 0.812 4.141 5.232 0.12
H 1.399 -0.531 -6.995 0.09
C -1.487 -3.925 -1.671 -0.27
H 2.275 1.414 3.345 0.09
C 1.091 3.717 1.904 -0.36
O -3.267 -1.311 2.245 -0.22
C -1.926 2.276 -1.703 -0.27
Cl -5.001 -1.148 -0.493 -0.17
H 2.192 3.763 1.904 0.08
C -4.281 -1.519 4.777 -0.02
H 1.547 -2.449 -0.042 0.01
P 0.581 1.925 1.648 0.89
H -1.702 1.128 2.198 0.00
H -1.194 1.168 4.523 0.12
C 2.502 -0.060 -2.210 -0.18
H -1.521 0.368 -4.032 0.06
C -2.181 -2.805 5.311 -0.03
H 0.720 4.304 1.048 0.07
H 0.103 -3.408 0.439 0.00
H -1.755 2.650 1.228 0.07
H -2.392 -2.372 6.297 0.09
C 2.406 -1.397 -2.901 -0.26
H 1.560 -4.266 -0.288 0.03
```

energy relative to the best compared isomer or geometry (same formula, charge and spin)	0.0	kJ/mol
calculated total energy	-3568.904074	Ha

***

[5]
A 11-piece molecular cluster, C26H48Cl9NO21 overall, computed with ωB97M-V/def2-TZVPD.

The geometry in XYZ format:
```
105
Properties=species:S:1:pos:R:3:lowdin_charge:R:1
H -18.661 -26.934 3.352 0.09
H -13.504 -24.783 -0.845 0.01
O -18.369 -23.698 -9.174 0.08
H -15.882 -21.723 -1.858 0.03
C -18.729 -24.232 1.620 -0.63
H -17.307 -17.535 -2.642 0.11
Cl -15.294 -23.484 -0.040 0.65
H -15.701 -14.501 -6.016 0.09
H -14.240 -13.523 -0.717 0.10
C -12.502 -21.498 -2.057 -0.63
C -18.141 -27.600 -5.971 -1.52
C -11.879 -24.525 -11.908 -0.02
H -20.343 -21.516 -8.766 0.10
H -17.311 -20.826 -2.255 0.10
H -12.515 -23.552 -3.634 0.05
O -16.439 -16.056 -7.188 0.00
H -17.410 -22.867 -7.436 0.06
O -14.551 -15.568 -0.755 -0.02
H -15.609 -19.488 -5.722 0.08
O -17.628 -22.898 -3.721 0.12
C -19.489 -24.143 -9.188 -0.62
H -11.485 -25.125 -11.091 0.08
H -16.325 -22.147 -9.819 0.09
C -15.602 -15.764 -1.542 -0.63
O -19.536 -24.452 0.757 0.13
H -10.844 -23.030 -3.618 0.10
H -11.087 -24.000 -12.430 0.09
O -16.583 -15.080 -1.580 0.14
Cl -13.611 -22.362 -7.573 0.60
H -19.095 -26.784 1.656 0.10
H -16.040 -18.091 -3.751 0.07
C -14.582 -24.806 -0.926 -1.50
Cl -16.899 -28.126 -7.114 0.53
C -14.507 -14.330 -0.035 -0.03
H -11.887 -19.126 -3.000 0.10
C -12.868 -19.188 -2.537 -0.01
H -16.603 -22.798 -11.447 0.11
C -15.105 -18.861 0.736 -0.25
H -13.079 -19.273 0.887 0.08
H -18.232 -26.532 -9.347 0.05
O -16.575 -18.192 -6.983 0.01
H -16.310 -23.888 -10.050 0.07
O -14.576 -17.200 -6.649 0.12
O -16.545 -22.363 -5.633 -0.04
C -18.226 -22.135 0.759 -0.07
C -18.797 -26.113 -10.178 -0.06
C -16.826 -22.255 -4.337 -0.64
C -19.117 -26.274 2.620 -0.05
H -13.554 -17.522 0.943 0.07
H -14.690 -14.934 -7.417 0.09
H -13.040 -18.295 -1.944 0.08
C -16.251 -20.929 -2.510 -0.07
H -19.249 -21.777 0.694 0.10
N -16.112 -19.104 0.256 0.17
H -19.242 -26.992 -10.651 0.10
H -12.436 -25.155 -12.597 0.09
Cl -15.157 -26.355 -0.281 0.54
C -16.056 -22.937 -10.517 -0.05
H -18.172 -25.655 -10.941 0.10
H -14.062 -24.459 -8.500 0.00
H -19.423 -22.287 -7.477 0.06
C -20.361 -22.322 -8.031 -0.02
O -12.258 -21.508 -3.361 -0.01
O -15.387 -16.856 -2.264 -0.01
C -15.984 -19.469 -6.745 -0.03
H -13.672 -14.409 0.659 0.09
Cl -17.466 -26.463 -4.824 0.57
C -17.288 -23.264 -6.433 -0.09
Cl -11.830 -24.618 -7.837 0.54
H -16.207 -14.105 -7.698 0.09
O -12.740 -23.503 -11.372 0.00
O -14.661 -22.808 -10.751 -0.02
H -11.898 -22.654 -5.011 0.07
H -17.577 -21.288 0.987 0.07
C -13.521 -24.115 -7.628 -1.52
H -20.149 -26.060 2.893 0.10
H -13.789 -18.641 2.344 0.09
H -18.312 -23.400 -6.057 0.10
H -16.772 -20.209 -6.809 0.09
O -20.557 -23.602 -8.621 0.02
O -14.487 -24.942 -11.434 0.11
O -12.357 -22.425 -1.301 0.11
C -14.006 -23.856 -11.223 -0.66
C -13.788 -18.534 1.260 -0.04
C -16.402 -17.243 -3.182 -0.02
H -18.527 -28.462 -5.446 0.01
H -17.847 -22.486 -0.201 0.06
C -15.746 -17.159 -6.922 -0.64
O -18.046 -23.106 1.787 -0.01
O -12.934 -20.320 -1.642 -0.01
H -15.182 -19.697 -7.443 0.09
H -16.692 -16.414 -3.828 0.10
Cl -19.509 -26.891 -6.844 0.59
H -15.769 -19.995 -2.248 0.06
O -16.095 -21.259 -3.865 -0.01
H -16.883 -24.272 -6.416 0.02
C -15.711 -14.826 -7.053 -0.03
Cl -14.941 -24.697 -2.659 0.57
H -21.190 -22.164 -7.350 0.10
O -19.864 -25.287 -9.741 0.00
C -11.847 -22.738 -3.931 -0.04
Cl -14.195 -24.873 -6.204 0.58
H -15.439 -14.164 0.495 0.10
H -13.660 -19.284 -3.278 0.09
O -18.359 -25.080 2.576 0.00
```

energy relative to the best compared isomer or geometry (same formula, charge and spin)	0.0	kJ/mol
SMILES	COC(=O)OC.COC(=O)OC.COC(=O)OC.COC(=O)OC.COC(=O)OC.COC(=O)OC.COC(=O)OC.ClC(Cl)Cl.ClC(Cl)Cl.ClC(Cl)Cl.CC#N
calculated total energy	-6796.047719	Ha

***

no.,frontier orbital gap (eV)
1,1.82
2,8.20
3,7.53
4,7.48
5,11.02